{"formula": "C48H122N8O17", "method": "the ωB97M-V functional and the def2-TZVPD basis", "e_tot_ha": -3618.716225, "e_homo_ev": -8.424, "gap_ev": 9.0, "lumo_energy_ev": 0.58, "de_lowest_ev": 0.509, "fmax_ev_per_a": 3.76, "elements": ["C", "O", "C", "C", "C", "N", "H", "H", "H", "H", "H", "H", "H", "H", "H", "H", "H", "C", "O", "C", "C", "N", "C", "C", "O", "C", "H", "H", "H", "H", "H", "H", "H", "H", "H", "H", "H", "H", "H", "H", "H", "C", "O", "C", "C", "N", "C", "C", "O", "C", "H", "H", "H", "H", "H", "H", "H", "H", "H", "H", "H", "H", "H", "H", "H", "C", "O", "C", "C", "N", "C", "C", "O", "C", "H", "H", "H", "H", "H", "H", "H", "H", "H", "H", "H", "H", "H", "H", "H", "C", "O", "C", "C", "N", "C", "C", "O", "C", "H", "H", "H", "H", "H", "H", "H", "H", "H", "H", "H", "H", "H", "H", "H", "C", "O", "C", "C", "N", "C", "C", "O", "C", "H", "H", "H", "H", "H", "H", "H", "H", "H", "H", "H", "H", "H", "H", "H", "C", "O", "C", "C", "N", "C", "C", "O", "C", "H", "H", "H", "H", "H", "H", "H", "H", "H", "H", "H", "H", "H", "H", "H", "C", "O", "C", "C", "N", "C", "C", "O", "C", "H", "H", "H", "H", "H", "H", "H", "H", "H", "H", "H", "H", "H", "H", "H", "O", "C", "C", "O", "H", "H", "H", "H", "H", "H"], "xyz": [[1.539, 3.852, -3.815], [2.602, 3.004, -3.371], [3.837, 3.346, -3.974], [4.938, 2.856, -3.100], [5.146, 1.348, -3.038], [4.796, 3.340, -1.748], [1.617, 4.866, -3.400], [0.670, 3.353, -3.448], [1.555, 3.993, -4.910], [3.950, 2.774, -4.914], [3.976, 4.371, -4.145], [5.820, 3.344, -3.509], [6.077, 1.162, -2.504], [5.124, 0.914, -4.014], [4.334, 0.914, -2.452], [5.530, 2.884, -1.230], [3.932, 3.001, -1.363], [-4.322, -3.932, -5.053], [-3.838, -2.853, -4.185], [-2.444, -2.906, -3.853], [-2.030, -1.893, -2.819], [-1.411, -0.621, -3.288], [-2.385, 0.425, -3.638], [-1.686, 1.740, -3.822], [-2.593, 2.795, -3.948], [-1.997, 4.061, -3.803], [-4.253, -4.895, -4.493], [-3.594, -3.903, -5.917], [-5.363, -3.748, -5.326], [-1.810, -2.764, -4.737], [-2.078, -3.880, -3.447], [-1.162, -2.362, -2.382], [-2.734, -1.646, -2.050], [-0.811, -0.803, -4.051], [-3.079, 0.400, -2.826], [-2.898, 0.175, -4.543], [-1.027, 1.655, -4.723], [-0.967, 1.763, -2.993], [-2.881, 4.733, -3.988], [-1.200, 4.108, -4.537], [-1.722, 4.201, -2.701], [5.156, 1.454, 0.917], [4.741, 0.395, 1.697], [5.751, -0.403, 2.364], [5.107, -1.438, 3.237], [4.536, -0.796, 4.447], [3.836, -1.737, 5.295], [3.338, -1.074, 6.591], [2.334, -0.163, 6.209], [1.756, 0.473, 7.318], [4.254, 2.027, 0.653], [5.718, 1.060, 0.032], [5.875, 2.073, 1.493], [6.295, 0.344, 3.018], [6.446, -0.817, 1.626], [5.748, -2.304, 3.524], [4.301, -1.960, 2.669], [3.923, -0.069, 4.206], [4.523, -2.531, 5.642], [3.036, -2.326, 4.728], [4.169, -0.508, 7.040], [2.950, -1.836, 7.298], [1.421, -0.280, 8.007], [0.971, 1.135, 6.943], [2.511, 1.127, 7.824], [2.515, -0.863, -8.076], [2.688, -1.268, -6.741], [1.926, -0.535, -5.867], [2.070, -1.059, -4.437], [1.323, -2.282, -4.235], [1.933, -3.521, -4.683], [1.284, -4.749, -4.096], [1.390, -4.810, -2.705], [0.696, -5.951, -2.337], [1.481, -1.017, -8.461], [3.163, -1.448, -8.797], [2.605, 0.274, -8.171], [0.900, -0.603, -6.225], [2.200, 0.525, -5.893], [1.712, -0.303, -3.739], [3.110, -1.235, -4.305], [1.314, -2.333, -3.158], [3.013, -3.644, -4.484], [1.878, -3.578, -5.765], [1.663, -5.713, -4.486], [0.206, -4.693, -4.374], [0.492, -5.965, -1.230], [1.229, -6.905, -2.589], [-0.337, -5.986, -2.722], [-7.444, 6.703, -2.337], [-6.369, 6.948, -1.495], [-6.608, 7.148, -0.064], [-5.876, 6.113, 0.678], [-4.438, 6.257, 0.443], [-3.755, 5.338, 1.290], [-2.208, 5.521, 1.063], [-1.877, 5.125, -0.293], [-0.581, 5.524, -0.712], [-8.387, 7.183, -2.127], [-7.672, 5.628, -2.432], [-7.131, 7.069, -3.315], [-7.700, 6.985, -0.027], [-6.295, 8.177, 0.182], [-6.275, 5.140, 0.381], [-6.023, 6.201, 1.727], [-4.205, 6.132, -0.580], [-3.991, 4.294, 1.115], [-4.034, 5.563, 2.321], [-1.569, 4.974, 1.709], [-2.016, 6.612, 1.217], [0.144, 5.557, 0.160], [-0.731, 6.567, -1.021], [-0.188, 4.912, -1.557], [3.737, -2.167, -1.209], [3.782, -3.059, -0.068], [4.368, -4.316, -0.401], [4.224, -5.196, 0.840], [2.797, -5.276, 1.255], [2.669, -5.766, 2.615], [1.224, -6.054, 2.954], [1.140, -5.912, 4.342], [-0.089, -6.367, 4.840], [3.496, -2.757, -2.115], [4.724, -1.759, -1.474], [3.009, -1.366, -1.013], [5.464, -4.149, -0.631], [3.827, -4.691, -1.220], [4.800, -4.700, 1.596], [4.646, -6.195, 0.669], [2.392, -4.343, 1.235], [3.013, -5.068, 3.421], [3.225, -6.714, 2.674], [0.868, -7.054, 2.651], [0.607, -5.244, 2.513], [-0.223, -7.459, 4.751], [-0.966, -5.985, 4.274], [-0.137, -6.148, 5.898], [-4.417, 1.148, -0.381], [-4.374, 1.034, 1.018], [-3.223, 0.417, 1.545], [-3.375, 0.171, 3.029], [-3.788, 1.424, 3.749], [-3.673, 1.337, 5.160], [-3.924, 2.680, 5.783], [-3.660, 2.475, 7.168], [-4.234, 3.451, 7.959], [-3.548, 1.711, -0.708], [-5.314, 1.788, -0.580], [-4.470, 0.168, -0.894], [-2.295, 0.975, 1.340], [-3.133, -0.548, 1.068], [-2.486, -0.180, 3.510], [-4.229, -0.566, 3.258], [-4.698, 1.750, 3.589], [-2.701, 0.909, 5.389], [-4.337, 0.598, 5.576], [-5.006, 2.940, 5.686], [-3.315, 3.461, 5.411], [-3.978, 3.292, 9.033], [-5.336, 3.386, 7.812], [-3.843, 4.461, 7.551], [-3.636, -3.771, 0.859], [-2.478, -2.956, 0.760], [-1.418, -3.785, 0.358], [-0.116, -2.964, 0.447], [0.079, -2.499, 1.845], [1.249, -1.570, 1.968], [0.936, -0.617, 3.134], [-0.016, 0.296, 2.551], [-0.393, 1.382, 3.275], [-4.012, -3.865, -0.124], [-4.345, -3.143, 1.443], [-3.479, -4.737, 1.286], [-1.641, -4.120, -0.679], [-1.369, -4.619, 1.009], [-0.094, -2.178, -0.266], [0.645, -3.744, 0.186], [-0.715, -1.885, 2.077], [1.296, -0.892, 1.093], [2.159, -2.150, 2.040], [1.764, -0.025, 3.488], [0.529, -1.057, 4.098], [0.438, 2.107, 3.409], [-0.865, 1.132, 4.236], [-1.131, 1.904, 2.634], [0.732, 0.245, -1.377], [-0.068, 1.071, -0.497], [1.019, 2.000, 0.184], [1.689, 2.807, -0.716], [0.084, -0.215, -1.922], [-0.814, 1.674, -1.073], [-0.542, 0.340, 0.183], [1.727, 1.325, 0.722], [0.481, 2.677, 0.890], [1.983, 2.266, -1.461]], "lowdin_charge": [-0.08, -0.20, -0.20, -0.45, -0.05, 0.07, 0.10, 0.04, 0.10, 0.13, 0.11, 0.14, 0.08, 0.06, 0.07, 0.04, 0.03, -0.07, -0.21, -0.22, -0.17, -0.05, -0.17, -0.25, -0.18, -0.09, 0.09, 0.10, 0.08, 0.12, 0.11, 0.08, 0.12, 0.07, 0.10, 0.12, 0.14, 0.09, 0.11, 0.08, 0.09, -0.14, -0.22, -0.19, -0.20, -0.05, -0.22, -0.22, -0.22, -0.11, 0.08, 0.08, 0.10, 0.14, 0.12, 0.13, 0.10, 0.07, 0.12, 0.13, 0.13, 0.13, 0.08, 0.09, 0.10, -0.12, -0.19, -0.26, -0.20, -0.04, -0.21, -0.25, -0.18, -0.15, 0.08, 0.10, 0.10, 0.12, 0.12, 0.11, 0.10, 0.13, 0.12, 0.12, 0.13, 0.12, 0.09, 0.10, 0.08, -0.15, -0.21, -0.18, -0.24, -0.06, -0.22, -0.17, -0.24, -0.12, 0.08, 0.09, 0.09, 0.12, 0.13, 0.13, 0.11, 0.14, 0.11, 0.12, 0.09, 0.13, 0.11, 0.09, 0.06, -0.07, -0.22, -0.21, -0.18, -0.04, -0.22, -0.24, -0.19, -0.13, 0.07, 0.08, 0.08, 0.14, 0.09, 0.10, 0.12, 0.07, 0.13, 0.12, 0.13, 0.11, 0.08, 0.09, 0.08, -0.10, -0.19, -0.22, -0.15, -0.06, -0.25, -0.20, -0.22, -0.15, 0.07, 0.10, 0.09, 0.10, 0.10, 0.09, 0.14, 0.09, 0.11, 0.12, 0.13, 0.11, 0.10, 0.09, 0.11, -0.09, -0.21, -0.24, -0.17, -0.02, -0.15, -0.16, -0.25, -0.15, 0.07, 0.10, 0.08, 0.12, 0.10, 0.08, 0.11, 0.09, 0.10, 0.09, 0.10, 0.14, 0.10, 0.08, 0.08, -0.12, -0.18, -0.23, -0.07, 0.02, 0.11, 0.10, 0.12, 0.12, 0.06]}